[1]
Density functional theory data (ωB97M-V/def2-TZVPD) for an isolated molecule of C4H7I2NO.

Positions of all 15 atoms, in Å:
C1 -0.7117 -0.5033 -1.0400
C2 -0.2205 0.3006 0.1774
C3 1.1315 0.0157 0.6183
I1 1.5162 -2.0959 1.0583
C4 1.6977 0.7158 1.8991
O1 2.7066 1.3101 1.9308
N1 2.1797 0.3662 -0.5616
I2 1.7920 2.1641 -1.4272
H1 -0.2874 -1.4740 -1.0358
H2 -1.8275 -0.4919 -0.9324
H3 -0.4363 -0.0464 -2.0203
H4 -0.4569 1.4137 -0.0452
H5 -0.9521 0.1259 0.9780
H6 0.9343 0.5529 2.7195
H7 3.1626 0.2412 -0.1606

maximum force: 5.39 eV Å⁻¹
highest occupied orbital energy: -8.80 eV
ΔE to the lowest compared entry with this formula, charge and spin: 26.76 kJ/mol
LUMO level: -0.285 eV
SMILES: CC[C@](I)(C=O)NI

In elementary charge units, the Löwdin charges are: number 1, C, carries -0.136; number 2, C, carries -0.415; number 3, C, carries -0.876; number 4, I, carries 0.912; number 5, C, carries -0.379; number 6, O, carries 0.061; number 7, N, carries -0.548; number 8, I, carries 0.854; number 9, H, carries -0.002; number 10, H, carries 0.092; number 11, H, carries 0.063; number 12, H, carries 0.085; number 13, H, carries 0.112; number 14, H, carries 0.130; number 15, H, carries 0.046


[2]
Density functional theory data (ωB97M-V/def2-TZVPD) for a cluster of 5 separate species, C30H25F5 in total.

Positions of all 60 atoms, in Å:
F1 1.5613 6.1914 -1.6765
C1 0.3905 5.5867 -1.6087
C2 0.3670 4.1668 -1.5447
C3 -0.8641 3.5774 -1.4993
C4 -2.0912 4.2896 -1.4787
C5 -2.0390 5.6834 -1.4985
C6 -0.8031 6.3075 -1.5804
H1 1.2895 3.6276 -1.7023
H2 -0.9508 2.5192 -1.6971
H3 -2.9672 3.6586 -1.4465
H4 -2.8914 6.3456 -1.5341
H5 -0.7892 7.3707 -1.7696
F2 -1.7460 -3.2121 -3.9769
C7 -0.4184 -2.9395 -4.1092
C8 0.6088 -3.6517 -3.4345
C9 1.9285 -3.2735 -3.6032
C10 2.2603 -2.1848 -4.4638
C11 1.2677 -1.4990 -5.1304
C12 -0.0326 -1.8615 -4.9385
H6 0.4167 -4.4451 -2.7274
H7 2.6783 -3.8884 -3.1276
H8 3.2964 -1.8968 -4.5642
H9 1.5596 -0.7733 -5.8751
H10 -0.8637 -1.3808 -5.4331
F3 0.5147 -2.8851 6.7093
C13 0.7047 -2.6938 5.4354
C14 1.9908 -2.3528 4.9103
C15 2.1489 -1.8110 3.6588
C16 1.0110 -1.6980 2.8515
C17 -0.2173 -1.8463 3.4104
C18 -0.3994 -2.3661 4.6691
H11 2.8734 -2.3559 5.5327
H12 3.1195 -1.6375 3.2182
H13 1.0047 -1.3227 1.8388
H14 -1.0921 -1.7704 2.7816
H15 -1.3945 -2.6062 5.0134
F4 -4.0222 0.0365 4.3900
C19 -3.7871 -0.0486 3.0369
C20 -4.6540 -0.8211 2.2351
C21 -4.4505 -0.8745 0.8944
C22 -3.4183 -0.2595 0.2753
C23 -2.4623 0.4143 1.0643
C24 -2.6669 0.5544 2.4295
H16 -5.2962 -1.4965 2.7808
H17 -5.0755 -1.4395 0.2187
H18 -3.2433 -0.3819 -0.7834
H19 -1.5986 0.8622 0.5955
H20 -2.0871 1.2302 3.0408
F5 3.4242 -2.3862 -1.1089
C25 2.9514 -1.2852 -0.4316
C26 1.7742 -0.6972 -0.9268
C27 1.4546 0.5032 -0.4011
C28 2.1834 1.1200 0.5976
C29 3.3762 0.5667 1.0453
C30 3.8037 -0.6449 0.5234
H21 1.1335 -1.1431 -1.6731
H22 0.5519 0.9950 -0.7321
H23 1.9383 2.1622 0.7393
H24 4.0164 1.1441 1.6957
H25 4.7220 -1.0829 0.8856

maximum force: 3.49 eV Å⁻¹
<S²>: 0.766
highest occupied orbital energy (spin up / spin down): -10.97 / -10.97 eV
multiplicity: 2
ΔE to the lowest compared entry with this formula, charge and spin: 0.00 kJ/mol
total charge: +1
LUMO level (spin up / spin down): -4.271 / -8.433 eV

In elementary charge units, the Löwdin charges are: number 1, F, carries 0.088; number 2, C, carries -0.279; number 3, C, carries -0.023; number 4, C, carries -0.118; number 5, C, carries -0.073; number 6, C, carries -0.076; number 7, C, carries -0.019; number 8, H, carries 0.109; number 9, H, carries 0.084; number 10, H, carries 0.095; number 11, H, carries 0.107; number 12, H, carries 0.117; number 13, F, carries 0.045; number 14, C, carries -0.239; number 15, C, carries -0.029; number 16, C, carries -0.099; number 17, C, carries -0.083; number 18, C, carries -0.100; number 19, C, carries -0.032; number 20, H, carries 0.109; number 21, H, carries 0.099; number 22, H, carries 0.102; number 23, H, carries 0.112; number 24, H, carries 0.115; number 25, F, carries 0.212; number 26, C, carries -0.169; number 27, C, carries 0.077; number 28, C, carries 0.017; number 29, C, carries 0.050; number 30, C, carries -0.002; number 31, C, carries 0.076; number 32, H, carries 0.140; number 33, H, carries 0.121; number 34, H, carries 0.117; number 35, H, carries 0.124; number 36, H, carries 0.150; number 37, F, carries 0.037; number 38, C, carries -0.237; number 39, C, carries -0.012; number 40, C, carries -0.107; number 41, C, carries -0.084; number 42, C, carries -0.079; number 43, C, carries -0.045; number 44, H, carries 0.122; number 45, H, carries 0.118; number 46, H, carries 0.108; number 47, H, carries 0.083; number 48, H, carries 0.115; number 49, F, carries 0.036; number 50, C, carries -0.206; number 51, C, carries -0.008; number 52, C, carries -0.113; number 53, C, carries -0.086; number 54, C, carries -0.092; number 55, C, carries -0.014; number 56, H, carries 0.115; number 57, H, carries 0.086; number 58, H, carries 0.107; number 59, H, carries 0.112; number 60, H, carries 0.117